Record 1
{
  "formula": "C5H10O",
  "method": "ωB97M-V/def2-TZVPD",
  "elements": ["C", "C", "C", "C", "C", "O", "H", "H", "H", "H", "H", "H", "H", "H", "H", "H"],
  "coordinates": [[1.81887, 0.02223, -0.42154], [0.99774, -0.89237, 0.60271], [0.06655, -0.56936, -0.41832], [-2.06653, 0.24310, 0.42446], [-0.78370, 0.69545, -0.33239], [-0.10735, 1.66266, 0.27301], [1.24891, 1.03353, -0.52927], [2.61502, 0.41146, 0.22067], [2.24874, -0.49563, -1.27710], [1.36810, -1.90849, 0.70871], [0.88377, -0.31107, 1.51535], [-0.04799, -1.27964, -1.24226], [-1.80589, -0.01414, 1.45629], [-2.74544, 1.09946, 0.45084], [-2.58723, -0.60019, -0.04665], [-1.10357, 0.90300, -1.38447]],
  "atomic_forces_ev_per_a": [[0.315, 0.156, -0.224], [-0.183, -0.084, 0.105], [-0.011, -0.016, 0.151], [-0.064, -0.029, 0.063], [-0.141, -0.312, -0.163], [0.062, 0.163, -0.006], [0.031, -0.169, -0.011], [-0.138, -0.046, -0.027], [-0.107, 0.079, 0.125], [-0.061, 0.163, -0.054], [0.030, -0.094, -0.103], [0.020, 0.138, 0.113], [-0.028, 0.016, -0.130], [0.132, -0.121, -0.032], [0.071, 0.099, 0.041], [0.073, 0.057, 0.153]],
  "molar_mass_da": 86.13,
  "de_lowest_ev": 4.241,
  "gap_ha": 0.2976,
  "largest_force_ev_per_a": 0.42,
  "total_charge": 0
}

=====

Record 2
{
  "formula": "C23H23N4O4STi",
  "method": "ωB97M-V/def2-TZVPD",
  "elements": ["Ti", "C", "C", "O", "C", "C", "C", "N", "N", "C", "O", "C", "C", "C", "C", "C", "C", "H", "H", "H", "H", "H", "H", "H", "H", "H", "H", "H", "H", "O", "C", "C", "C", "C", "C", "C", "N", "H", "H", "H", "H", "H", "H", "H", "O", "N", "C", "C", "C", "C", "C", "S", "H", "H", "H", "H"],
  "coordinates": [[0.55258, -0.32007, 0.28091], [1.69580, -4.40684, 0.30611], [0.77562, -3.30261, -0.11481], [1.26496, -2.10888, 0.00913], [-0.47187, -3.51226, -0.62176], [-1.30754, -2.45178, -1.09396], [-2.57527, -2.84584, -1.79489], [-1.00457, -1.19046, -0.92607], [-1.95190, -0.31384, -1.51261], [-1.70391, 0.89000, -1.12017], [-0.73095, 1.20791, -0.32664], [-2.54951, 1.99619, -1.65298], [-3.84155, 1.74325, -2.10545], [-4.61948, 2.77629, -2.60373], [-4.11133, 4.06832, -2.65916], [-2.82342, 4.32276, -2.21118], [-2.04705, 3.29017, -1.70444], [2.51446, -4.49817, -0.41083], [2.13862, -4.15440, 1.27014], [1.18029, -5.36354, 0.37169], [-0.83477, -4.52346, -0.73377], [-2.62875, -3.92704, -1.89859], [-3.43930, -2.49224, -1.22954], [-2.64391, -2.37237, -2.77271], [-4.22322, 0.73222, -2.06207], [-5.62603, 2.57543, -2.94833], [-4.71971, 4.87508, -3.04812], [-2.42328, 5.32792, -2.25491], [-1.04309, 3.47845, -1.34625], [0.88153, 2.01232, 1.47502], [1.78230, 2.77448, 0.70855], [2.38189, 2.07006, -0.49420], [3.33538, 2.74763, -1.25466], [3.88610, 2.13020, -2.35626], [3.47497, 0.84655, -2.69571], [2.52073, 0.24357, -1.90591], [1.99438, 0.84498, -0.82963], [-0.01104, 2.13329, 1.10335], [2.61072, 3.06510, 1.35840], [1.31835, 3.69753, 0.34670], [3.63220, 3.74609, -0.95993], [4.63172, 2.64212, -2.95128], [3.87401, 0.31972, -3.54977], [2.16532, -0.75705, -2.11787], [-0.33275, -0.61766, 2.02925], [0.25478, -1.08090, 3.14932], [-0.61930, -1.57635, 4.06084], [-0.19040, -2.04548, 5.26355], [1.18920, -1.99274, 5.53077], [2.04499, -1.49234, 4.59601], [1.59861, -1.01317, 3.33416], [2.63727, -0.42238, 2.13363], [-1.64228, -1.54748, 3.72146], [-0.90749, -2.43596, 5.96926], [1.57729, -2.34923, 6.47609], [3.10960, -1.44308, 4.77378]],
  "atomic_forces_ev_per_a": [[-0.036, -0.285, 1.120], [-0.010, -0.105, -0.018], [0.053, 0.337, -0.057], [0.172, -0.108, -0.173], [-0.163, -0.012, -0.065], [0.155, -0.235, 0.028], [-0.091, 0.030, 0.007], [-0.399, 0.096, -0.201], [0.365, -0.161, 0.296], [-0.151, 0.280, -0.170], [0.183, -0.007, -0.044], [-0.055, -0.185, 0.088], [-0.033, 0.045, -0.066], [0.025, -0.007, 0.008], [-0.006, 0.004, -0.001], [0.011, -0.001, 0.003], [-0.016, 0.048, 0.037], [-0.002, 0.027, 0.001], [-0.018, -0.012, 0.011], [-0.001, 0.009, -0.007], [0.012, 0.001, 0.007], [-0.011, -0.001, -0.005], [0.017, 0.005, 0.003], [0.052, -0.002, -0.006], [0.019, 0.001, 0.009], [0.004, 0.000, 0.003], [0.004, -0.006, -0.001], [-0.001, -0.002, 0.001], [-0.003, -0.003, -0.006], [-0.116, -0.003, -0.370], [0.077, -0.065, 0.018], [0.140, 0.293, -0.241], [-0.105, -0.095, 0.159], [0.106, 0.027, -0.118], [-0.136, -0.011, 0.066], [0.216, 0.090, -0.074], [-0.048, -0.025, 0.029], [0.073, -0.035, -0.033], [-0.019, -0.025, 0.043], [-0.022, 0.012, 0.035], [0.023, -0.004, -0.029], [-0.005, -0.009, 0.005], [0.032, 0.041, -0.017], [-0.026, -0.020, 0.047], [0.146, 0.058, -0.065], [-0.435, 0.067, -0.224], [0.222, 0.025, -0.010], [0.007, 0.025, -0.052], [-0.066, -0.049, 0.098], [0.125, 0.087, -0.168], [0.079, -0.059, 0.161], [-0.320, -0.036, -0.153], [-0.030, -0.022, 0.047], [0.036, -0.008, 0.027], [-0.022, -0.003, -0.002], [-0.011, -0.010, 0.017]],
  "molar_mass_da": 499.39,
  "de_lowest_ev": 0.000,
  "multiplicity": 2,
  "gap_ha": [0.2724, 0.2823],
  "largest_force_ev_per_a": 1.16,
  "total_charge": 0
}